# 1
14
Properties=species:S:1:pos:R:3 method="wB97M-V/def2-TZVPD" relative_energy_kcal_mol=43.07 homo_energy_ha=-0.3618 gap_ev=10.9066 total_energy_ha=-270.48926
O -0.92938 1.88589 -0.09180
C -0.77708 0.63764 0.54196
C -1.10850 -0.65145 -0.27536
C 0.32480 -1.12564 -0.04938
C 1.27898 -0.11731 -0.59994
C 0.64429 0.13094 0.74187
H -0.06138 2.14357 -0.42555
H -1.35100 0.67353 1.47334
H -1.40790 -0.48916 -1.31603
H -1.85622 -1.27327 0.22488
H 0.62926 -2.14244 0.17340
H 0.99581 0.47033 -1.47385
H 2.33292 -0.37674 -0.56644
H 1.24064 0.24551 1.64222

# 2
14
Properties=species:S:1:pos:R:3 method="wB97M-V/def2-TZVPD" relative_energy_kcal_mol=34.50 homo_energy_ha=-0.0367 gap_ev=7.7139 total_energy_ha=-456.96825 total_charge=-2
C 0.99066 1.14351 -1.54474
C 1.20557 -0.06245 -2.43778
O 2.35239 -0.39835 -2.56303
O 0.23415 -0.44353 -2.98792
H 0.13749 0.84531 -0.95893
H 0.81947 1.99682 -2.21766
H 1.80883 1.49617 -0.94665
C -0.56510 -1.10042 1.69625
C -1.34628 0.02883 2.41536
O -2.43980 0.37306 2.12995
O -0.53794 0.41986 3.30797
H 0.20997 -0.57120 1.08647
H -1.13183 -1.48222 0.78056
H -0.42341 -1.94983 2.38585

# 3
45
Properties=species:S:1:pos:R:3 method="wB97M-V/def2-TZVPD" homo_energy_ha="0.0277 / -0.2485" gap_ev="2.3303 / 9.7684" s_squared=0.750 total_energy_ha=-879.59541 multiplicity=2 total_charge=-1
C -0.51744 -2.00049 4.19735
O -0.82342 -2.23631 5.32996
N 0.43380 -1.15998 3.80242
N -1.04452 -2.62797 3.16176
H 0.67149 -1.13066 2.82122
H 1.01599 -0.69971 4.48748
H -0.72907 -2.34416 2.24522
H -1.95764 -3.01716 3.34843
C 4.24024 1.02845 -1.33458
C 4.16631 -0.04804 -2.37897
C 2.77741 -0.49321 -2.80551
O 1.96822 -1.05736 -1.76815
C 0.86059 -1.83138 -2.29471
N 5.08032 0.40687 -3.41453
H 3.72517 1.92115 -1.68937
H 5.23647 1.36615 -1.04892
H 3.65149 0.74067 -0.46357
H 4.55749 -0.99833 -2.01562
H 2.84140 -1.27386 -3.56352
H 2.15440 0.31256 -3.19369
H 0.25836 -2.32833 -1.53415
H 1.24061 -2.66743 -2.88182
H 0.17184 -1.29716 -2.94918
H 5.82611 0.88309 -2.92758
H 4.58858 1.19685 -3.80723
C -4.41664 0.97814 2.34969
C -3.44131 1.71080 1.39349
C -2.97229 0.75603 0.19720
O -1.88178 1.40198 -0.51500
C -1.19453 0.61211 -1.50965
N -4.14983 2.79211 0.81760
H -5.12903 1.64817 2.83100
H -3.87443 0.33860 3.04618
H -5.20502 0.46384 1.80011
H -2.60990 2.27138 1.82082
H -3.80311 0.75024 -0.50836
H -2.82859 -0.27651 0.51548
H -0.90930 -0.29695 -0.98016
H -0.19504 1.03092 -1.62676
H -1.56896 0.43572 -2.51801
H -4.74946 3.25599 1.48495
H -3.51050 3.50029 0.48618
O 0.74008 -0.73675 0.91170
H 1.31937 -0.96262 0.18393
H -0.01411 -0.31787 0.49701

# 4
98
Properties=species:S:1:pos:R:3 method="wB97M-V/def2-TZVPD" relative_energy_kcal_mol=0.00 homo_energy_ha="-0.3683 / -0.3683" gap_ev="7.3746 / 7.1820" s_squared=3.798 total_energy_ha=-3347.53207 multiplicity=4 total_charge=+1
Cr -1.27568 0.48221 0.63995
C -1.71259 3.29373 0.04330
C -1.28980 3.37323 1.49856
N -1.44427 2.04062 2.12614
C -0.52725 1.80245 3.25622
C 0.93116 1.77892 2.80024
S 1.18971 0.90976 1.21597
C 1.47178 2.27878 0.04363
C 0.39052 2.46567 -1.02587
N -1.00009 2.17168 -0.60952
H -1.51482 4.23982 -0.46685
H -2.77960 3.08154 -0.02607
H -1.86154 4.13510 2.03114
H -0.24217 3.65984 1.56108
H -2.40270 1.94809 2.45144
H -0.79478 0.83619 3.68056
H -0.64680 2.56147 4.03517
H 1.53379 1.26160 3.54449
H 1.35125 2.77793 2.69652
H 2.39783 2.02478 -0.47195
H 1.66129 3.18340 0.61968
H 0.62160 1.79577 -1.85453
H 0.44966 3.49400 -1.39572
H -1.51941 1.93830 -1.45257
C -1.96666 -2.96503 3.01718
C -1.73304 -2.13281 1.79218
O -1.38198 -0.94302 2.00628
C -1.91276 -2.68612 0.47949
C -2.50604 -3.96485 0.34751
C -2.69282 -4.54803 -0.87405
C -2.26611 -3.86438 -2.02292
C -1.67298 -2.63126 -1.93459
C -1.48208 -1.99978 -0.69084
O -0.89262 -0.82747 -0.67300
H -1.58592 -2.43423 3.88516
H -1.49529 -3.94264 2.94152
H -3.04107 -3.11776 3.14536
H -2.83899 -4.48701 1.23377
H -3.16329 -5.51744 -0.95469
H -2.40869 -4.31527 -2.99719
H -1.34490 -2.10424 -2.82025
C 4.55964 2.09637 -2.57148
C 4.32539 0.86711 -3.45471
C 5.66550 0.23603 -3.81717
C 3.61345 1.33706 -4.72317
Sb 2.92392 -0.42140 -2.34491
C 2.25671 -1.88943 -3.83799
C 1.69041 -3.09073 -3.08140
C 1.11086 -1.21200 -4.59458
C 3.32103 -2.36308 -4.82224
C 4.22124 -1.58287 -0.99738
C 5.05550 -0.58028 -0.19977
C 5.14365 -2.58924 -1.67886
C 3.29687 -2.31266 -0.01893
H 5.24512 2.78700 -3.07563
H 4.99903 1.84659 -1.60427
H 3.62554 2.63802 -2.39379
H 6.25634 0.94990 -4.40369
H 5.55082 -0.66657 -4.41756
H 6.25206 -0.01680 -2.93345
H 4.20079 2.13242 -5.19628
H 2.62237 1.74810 -4.50812
H 3.49762 0.53964 -5.45650
H 0.98546 -2.79195 -2.30106
H 2.47426 -3.69234 -2.62198
H 1.15040 -3.73945 -3.78162
H 0.32684 -0.87536 -3.91077
H 0.66359 -1.92316 -5.29914
H 1.44570 -0.34684 -5.16901
H 4.16231 -2.84033 -4.31902
H 3.70938 -1.55300 -5.43872
H 2.88024 -3.10317 -5.50096
H 5.79928 -0.07442 -0.81586
H 5.59466 -1.10864 0.59509
H 4.42973 0.17910 0.28063
H 5.80385 -2.12321 -2.40980
H 4.58749 -3.38025 -2.18186
H 5.77561 -3.07035 -0.92255
H 2.65580 -1.61330 0.52241
H 3.90486 -2.84871 0.71972
H 2.65719 -3.04491 -0.51127
C -5.32058 0.91214 -3.37560
C -3.92894 0.68404 -3.34391
C -3.27994 0.52922 -2.15096
C -3.96999 0.60195 -0.90749
C -3.30594 0.48357 0.36030
C -4.09698 0.45662 1.48662
C -5.50470 0.59309 1.44248
C -6.12802 0.77750 0.24639
C -5.37840 0.78193 -0.95646
C -6.02436 0.94577 -2.20796
H -5.82656 1.03635 -4.32385
H -3.37734 0.60732 -4.27265
H -2.22801 0.27069 -2.15193
H -3.64602 0.30969 2.46739
H -6.07745 0.56169 2.36102
H -7.20243 0.90620 0.19389
H -7.09813 1.09128 -2.21889

Please write out number 1 again, unchanged.
14
Properties=species:S:1:pos:R:3 method="wB97M-V/def2-TZVPD" relative_energy_kcal_mol=43.07 homo_energy_ha=-0.3618 gap_ev=10.9066 total_energy_ha=-270.48926
O -0.92938 1.88589 -0.09180
C -0.77708 0.63764 0.54196
C -1.10850 -0.65145 -0.27536
C 0.32480 -1.12564 -0.04938
C 1.27898 -0.11731 -0.59994
C 0.64429 0.13094 0.74187
H -0.06138 2.14357 -0.42555
H -1.35100 0.67353 1.47334
H -1.40790 -0.48916 -1.31603
H -1.85622 -1.27327 0.22488
H 0.62926 -2.14244 0.17340
H 0.99581 0.47033 -1.47385
H 2.33292 -0.37674 -0.56644
H 1.24064 0.24551 1.64222